a.
16
Properties=species:S:1:pos:R:3 method="wB97M-V/def2-TZVPD" multiplicity=1 homo_lumo_gap_ev=9.67 homo_energy_ev=-8.63
C -2.5200 -0.4149 -0.1236
C -0.5640 0.9813 -0.1966
C 2.4165 0.0728 0.7319
C 2.5082 -0.7424 -0.5182
H -4.0899 -1.4388 0.2378
H -1.8485 -1.2700 0.0295
H -2.3779 1.7379 -0.2761
H -0.2613 2.0270 -0.1307
H 3.1988 0.8805 0.8212
H 1.8323 -0.3491 1.6533
H 3.4801 -0.5531 -1.0616
H 2.0496 -1.8118 -0.5662
N -3.7400 -0.4580 0.0920
N -1.9036 0.8520 -0.1725
N 0.2521 0.0015 -0.1033
N 1.5675 0.4852 -0.4169

***

b.
16
Properties=species:S:1:pos:R:3 method="wB97M-V/def2-TZVPD" multiplicity=1 homo_lumo_gap_ev=10.20 homo_energy_ev=-9.22
C -0.8530 0.6665 1.3355
C -0.5632 -0.4322 0.1998
C 0.7389 -0.6503 -1.9121
C 1.2226 0.6152 -1.2448
H -0.0224 0.8296 3.2020
H -0.6545 -0.8760 2.6547
H -1.4378 1.7796 0.0344
H -0.7251 -2.2053 -0.3737
H 0.6012 -0.5440 -2.9124
H 1.0315 -1.6032 -1.4089
H 2.0174 0.4904 -0.4803
H 1.0793 1.4606 -1.9507
N -0.4502 0.1430 2.5238
N -1.0045 1.8469 0.9831
N -0.7374 -1.6597 0.4729
N -0.2429 0.1389 -1.1235

***

c.
16
Properties=species:S:1:pos:R:3 method="wB97M-V/def2-TZVPD" multiplicity=1 homo_lumo_gap_ev=8.81 homo_energy_ev=-8.31
C -1.3839 1.0710 0.1676
C -0.7246 2.1247 -0.0833
C -0.0938 -0.8855 -0.2713
C 3.1140 0.1337 0.2663
H -2.5209 -2.2290 -0.2995
H -2.1200 -1.3701 1.2557
H -2.5316 1.1913 0.5093
H 0.4151 2.0288 -0.6535
H -1.2463 3.0256 0.1385
H -0.0492 -1.9009 -0.5706
H 2.8270 1.1684 -0.0108
H 4.1449 -0.1111 0.4761
N -2.4756 -1.1239 0.2551
N -1.2497 -0.3200 -0.3066
N 0.9545 -0.1173 -0.1644
N 2.1438 -0.7912 0.0272

***

Computed energies relative to the best structure, in kJ/mol: a 55.5; b 0.0; c 341.1

***

a.
16
Properties=species:S:1:pos:R:3 method="wB97M-V/def2-TZVPD" multiplicity=1 homo_lumo_gap_ev=8.16 homo_energy_ev=-8.04
C 0.2573 -0.7127 -0.8232
C -0.9665 0.3553 -0.8377
C -1.3203 0.7843 -2.2257
C 1.3591 -0.2476 2.4721
N -1.2624 0.8485 0.3022
N -0.6247 0.4245 1.3793
N 1.1491 -0.7601 0.3401
N 0.5132 -0.2720 1.3403
H -0.3442 -1.7749 -0.9826
H 0.9232 -0.5423 -1.7836
H -0.8698 1.7280 -2.4858
H -2.4306 0.9067 -2.1426
H -1.0460 -0.1223 -2.8790
H 2.1603 0.4245 2.2942
H 0.7261 0.1422 3.2837
H 1.7762 -1.1823 2.7484

***

b.
16
Properties=species:S:1:pos:R:3 method="wB97M-V/def2-TZVPD" multiplicity=1 homo_lumo_gap_ev=9.37 homo_energy_ev=-8.92
C 1.5607 -0.0084 0.4165
C -0.1835 -1.5466 -0.3804
N 0.2177 -0.1497 -0.1612
C -0.8090 0.8118 0.2198
N -1.6513 0.3966 1.2144
N -1.0332 1.6949 -0.6683
C 0.0545 1.3616 -1.6841
N 0.7137 1.5576 -2.6172
H -2.5005 0.9517 1.1806
H -1.2330 0.5580 2.1254
H 1.6017 -0.5006 1.3925
H 2.3017 -0.4711 -0.2405
H 1.8236 1.0465 0.5234
H 0.5613 -2.0568 -0.9965
H -0.2788 -2.0696 0.5737
H -1.1456 -1.5760 -0.8982

***

Computed energies relative to the best structure, in kJ/mol: a 243.5; b 0.0

***

a.
22
Properties=species:S:1:pos:R:3 method="wB97M-V/def2-TZVPD" multiplicity=1 homo_lumo_gap_ev=5.19 homo_energy_ev=-13.52 total_charge=+1
C -3.6095 0.1875 -0.1727
C -2.1513 -0.1682 0.4661
C -1.1679 0.9656 0.2904
C 0.2110 0.9553 0.5224
N 1.1981 1.4609 -0.2482
C 1.7594 0.2737 -1.0288
H -3.8189 1.2355 -0.3265
H -4.5254 -0.3238 0.2689
H -3.5159 -0.2496 -1.2289
H -1.9124 -1.0872 -0.0682
H -2.3879 -0.5218 1.6263
H -1.6109 1.7742 -0.3403
H 0.6105 0.1622 1.2029
H 0.8737 2.1817 -0.9261
H 2.9032 0.0804 -0.9456
H 1.4702 0.6392 -2.0151
H 3.4264 -0.1135 2.2808
H 2.7356 0.2006 1.0643
O 2.8903 -0.6255 1.5662
H 0.8532 -1.4714 -1.0820
H 0.8229 -3.0428 -0.8916
O 0.2896 -2.2462 -1.2344

***

b.
22
Properties=species:S:1:pos:R:3 method="wB97M-V/def2-TZVPD" multiplicity=1 homo_lumo_gap_ev=10.20 homo_energy_ev=-13.36 total_charge=+1
C 1.0631 2.4404 0.3288
O -0.3677 2.1819 0.2467
C 1.7276 1.4459 1.2994
C 1.7178 0.0114 0.7608
C 0.3614 -0.5602 0.3958
C 0.1789 -1.7181 -0.1918
N -1.1848 -2.2643 -0.4406
H 1.3346 2.3086 -0.7221
H 1.2090 3.4754 0.6230
H -0.8609 2.6724 0.9039
H 2.7768 1.7551 1.3152
H 1.3331 1.6335 2.2963
H 2.4585 -0.0029 -0.0350
H 2.0120 -0.6786 1.5615
H -0.4174 0.0787 0.7940
H 0.9101 -2.4539 -0.4734
H -1.0890 -3.2788 -0.5267
H -1.6591 -1.9658 -1.3041
H -1.9050 -2.1976 0.2796
H -4.0078 -0.8648 -2.3317
H -2.4544 -0.7298 -2.5638
O -3.1367 -1.2884 -2.2159

***

c.
22
Properties=species:S:1:pos:R:3 method="wB97M-V/def2-TZVPD" multiplicity=1 homo_lumo_gap_ev=11.76 homo_energy_ev=-14.60 total_charge=+1
O -2.7154 -0.2336 0.1435
C -1.9625 0.9551 0.2972
C -0.6006 0.5785 -0.3109
N -0.1247 -0.5803 0.5381
C 0.9777 0.0308 1.3837
C 1.3719 1.4438 0.9137
C 0.4292 1.7091 -0.2889
H -3.5904 -0.0982 -0.2149
H -2.5412 1.8469 0.0315
H -1.7401 1.2351 1.3732
H -0.8804 0.2773 -1.3113
H -0.8944 -0.9383 1.1168
H 0.1854 -1.3931 -0.0065
H 1.8358 -0.6214 1.3826
H 0.6557 -0.0396 2.4387
H 2.4169 1.2934 0.6856
H 1.2466 2.2096 1.7049
H -0.1559 2.6488 -0.1260
H 0.8933 1.7894 -1.2810
H 2.0035 -3.8421 -2.3476
H 3.2049 -3.0230 -2.3785
O 2.2661 -2.9185 -2.1758

***

Computed energies relative to the best structure, in kJ/mol: a 722.9; b 56.6; c 0.0

***

a.
9
Properties=species:S:1:pos:R:3 method="wB97M-V/def2-TZVPD" multiplicity=1 homo_lumo_gap_ev="7.41 / 6.95" homo_energy_ev="-8.83 / -8.31"
C 0.2588 0.0888 -0.7893
C -0.8330 0.6980 -0.0026
N 0.3906 0.4940 0.6151
P 1.1666 -0.1546 1.8576
S 0.6280 -2.7069 1.0678
H 0.2831 -0.9843 -0.9454
H 0.8342 0.6572 -1.4834
H -0.9239 1.6595 -0.5654
H -1.8046 0.2483 0.2455

***

b.
9
Properties=species:S:1:pos:R:3 method="wB97M-V/def2-TZVPD" multiplicity=1 homo_lumo_gap_ev=8.76 homo_energy_ev=-9.05
C 0.0477 -0.0102 -0.8169
C -0.6810 -0.2631 0.4700
N 0.9466 1.0610 -0.7003
P 1.7584 1.2157 0.6019
S 0.5898 -0.3490 1.7749
H 0.7373 -0.8751 -0.9719
H -0.6359 0.0909 -1.7092
H -1.5590 0.3379 0.7941
H -1.2039 -1.2081 0.5573

***

c.
9
Properties=species:S:1:pos:R:3 method="wB97M-V/def2-TZVPD" multiplicity=1 homo_lumo_gap_ev=8.10 homo_energy_ev=-8.63
C -0.3079 0.4030 1.0561
C -0.1497 0.1335 -0.4077
N -0.1229 1.4550 1.7052
P 0.3236 3.0247 1.7635
S 2.0257 3.0990 2.7641
H -0.3442 1.1111 -0.9157
H -0.7758 -0.3171 1.7077
H -1.0409 -0.5824 -0.5656
H 0.8441 -0.1034 -0.5427

***

Computed energies relative to the best structure, in kJ/mol: a 382.2; b 0.0; c 26.8

***

a.
17
Properties=species:S:1:pos:R:3 method="wB97M-V/def2-TZVPD" multiplicity=1 homo_lumo_gap_ev=9.14 homo_energy_ev=-12.51 total_charge=+1
C 0.6740 -0.6621 0.3050
C 1.2502 0.5529 0.1044
N 1.3833 1.2370 -1.1887
N -0.0862 -0.9043 1.3809
H 0.8416 -1.5367 -0.3143
H 1.2950 1.2221 0.9520
H 1.1390 2.2341 -1.1507
H 0.6615 0.8800 -1.8063
H 2.3083 1.2359 -1.5966
H -0.1619 -0.2010 2.0970
H -0.3688 -1.8343 1.6439
H -2.1679 -3.4272 3.0485
H -2.5663 -2.1896 3.7448
O -2.0041 -2.4731 3.0106
H -1.3757 2.3226 -3.6627
H -0.2864 1.3147 -3.3704
O -0.5357 2.2289 -3.1975

***

b.
17
Properties=species:S:1:pos:R:3 method="wB97M-V/def2-TZVPD" multiplicity=1 homo_lumo_gap_ev=11.78 homo_energy_ev=-15.06 total_charge=+1
C -0.1417 0.2321 -2.5366
N 0.6735 0.3743 0.9855
C 0.6232 -0.0618 -0.2397
N -0.3860 0.2200 -1.0533
H 0.8809 -0.0989 -2.5941
H -0.2761 1.2601 -2.8615
H -0.7565 -0.4750 -3.1030
H 0.0978 1.1581 1.2712
H 1.4093 0.1246 1.6210
H 1.3307 -0.7299 -0.7195
H -0.9875 0.9483 -0.6853
H 1.8996 -3.7336 0.6441
H 0.8443 -3.1539 -0.1914
O 1.4619 -2.8842 0.5038
H -2.9011 1.9761 2.2881
H -1.9681 3.1011 2.2364
O -2.0593 2.2069 1.9027

***

c.
17
Properties=species:S:1:pos:R:3 method="wB97M-V/def2-TZVPD" multiplicity=1 homo_lumo_gap_ev=9.44 homo_energy_ev=-12.83 total_charge=+1
C 0.4057 0.5686 -0.3449
C 1.2197 -0.4993 -0.1278
N 2.6453 -0.0966 -0.1120
N -0.9482 0.3869 -0.2678
H 0.7526 1.5847 -0.1469
H 0.9534 -1.5346 -0.2702
H 3.1553 -0.6349 0.5929
H 3.1788 -0.1661 -0.9835
H 2.6475 0.8440 0.2911
H -1.3549 -0.0470 0.5428
H -1.5561 1.1156 -0.6599
H 0.7597 -1.4871 3.3426
H -0.6447 -1.5870 2.7260
O 0.2530 -1.2529 2.5666
H -3.7950 0.8817 -2.6744
H -3.4584 0.8221 -1.2009
O -3.0731 1.0022 -2.0602

***

d.
17
Properties=species:S:1:pos:R:3 method="wB97M-V/def2-TZVPD" multiplicity=1 homo_lumo_gap_ev=9.84 homo_energy_ev=-12.84 total_charge=+1
C 0.3521 -0.8053 -0.6155
C -0.2181 -2.0008 -0.7401
N 0.1776 -2.8032 -1.8545
N -0.2985 0.2010 0.2604
H 1.1793 -0.4930 -1.2355
H -0.7088 -2.5624 0.0478
H -0.5507 -3.5122 -1.8698
H 0.1822 -2.2828 -2.7237
H -1.1147 -0.2189 0.7035
H 0.3422 0.5291 1.0058
H -0.6216 1.0371 -0.2487
H 0.0843 3.2935 -0.9495
H -1.2634 3.6606 -0.4448
O -0.6015 2.9605 -0.3541
H 0.6519 0.7387 3.5552
H 1.5775 1.4810 2.7316
O 0.6455 1.2164 2.7257

***

Computed energies relative to the best structure, in kJ/mol: a 132.0; b 0.0; c 161.7; d 77.5

***

a.
17
Properties=species:S:1:pos:R:3 method="wB97M-V/def2-TZVPD" multiplicity=1 homo_lumo_gap_ev=10.19 homo_energy_ev=-9.48
C 1.5236 1.3961 1.0039
N 0.1280 1.2289 0.6076
C -0.1594 -0.1306 0.2073
C -1.6709 -0.2107 -0.1048
O -2.2009 -1.4729 0.2200
C 0.5957 -0.7002 -0.9602
O 1.0715 -1.9382 -0.6578
O 0.6961 -0.2310 -2.0534
H 2.2436 1.0154 0.2705
H 1.7300 0.9568 1.9824
H 1.7182 2.4591 1.0641
H -0.0449 1.8115 -0.2005
H -0.0151 -0.7180 1.1038
H -1.8085 0.1271 -1.1305
H -2.1274 0.5531 0.5310
H -2.8972 -1.7079 -0.4007
H 1.2175 -2.4387 -1.4826

***

b.
17
Properties=species:S:1:pos:R:3 method="wB97M-V/def2-TZVPD" multiplicity=1 homo_lumo_gap_ev="6.93 / 6.93" homo_energy_ev="-6.66 / -6.66"
C 2.1086 -0.7420 0.7640
C 0.4456 1.1130 -0.3789
O 2.0451 -1.3870 -0.2688
O 1.3379 -1.0480 1.8236
O 1.2726 1.1854 -1.5026
H 1.5676 -0.5201 2.5958
H 0.3977 -1.2018 -0.6794
H 1.8415 0.4037 -1.5162
H 2.9662 -0.0845 0.9890
H 0.8605 1.5784 0.5259
H -0.4571 1.6904 -0.5908
C -2.8376 -0.0387 -0.2224
C -1.6464 -0.8765 -0.4667
N -0.4653 -0.6024 -0.5802
H -3.1240 0.4758 -1.1449
H -2.6379 0.7147 0.5525
H -3.6750 -0.6604 0.1003

***

Computed energies relative to the best structure, in kJ/mol: a 0.0; b 410.6